(1)
Formula: C6H14O3Sn
Source: the OMol25 dataset
Level of theory: ωB97M-V/def2-TZVPD

## Properties
Gap between HOMO and LUMO (spin up / spin down) = 0.2809 / 0.1943 Eh
Total charge = +1
Energy = -18406.8908 eV
Spin multiplicity = 2
Relative energy (zero: lowest compared OMol25 entry of this formula, charge and spin) = 136.62 kcal per mole

Last column: natural (NBO) charge in e.
Atoms and positions in Å:
H1 0.59183 1.35290 -0.93244  -0.067
C1 -1.02381 1.72842 -2.84526  -0.446
O1 -0.67753 2.67684 -1.89623  -0.501
C2 -0.86056 2.29491 -0.54112  -0.188
H2 -2.11365 1.65503 -3.00190  0.206
H3 -0.41547 1.87893 -3.74598  0.241
H4 -0.94557 3.19566 0.08448  0.249
H5 -1.87884 1.88185 -0.69128  0.155
Sn1 -0.40007 -0.20546 -1.91169  1.238
C3 -1.13235 0.73747 0.79104  -0.070
O2 -0.95840 -0.37228 -0.06083  -0.682
C4 -0.76011 -1.65601 0.56519  -0.100
C5 0.69168 -2.01405 0.76609  -0.101
O3 1.25846 -1.19835 1.75314  -0.542
C6 2.66419 -1.16819 1.71579  -0.255
H6 -2.21098 0.83755 0.94415  0.203
H7 -0.39872 0.86877 1.58763  0.239
H8 -1.21833 -2.38397 -0.11595  0.220
H9 -1.30777 -1.65375 1.51665  0.239
H10 1.24425 -1.93027 -0.18909  0.179
H11 0.73577 -3.07683 1.06934  0.210
H12 3.00194 -0.49188 2.50946  0.215
H13 3.08649 -2.17409 1.88105  0.184
H14 3.02754 -0.78317 0.74777  0.171

Forces on the atoms, in the same order (eV/Å):
H -0.358 -0.845 0.045
C -0.662 -0.128 0.143
O 2.042 0.282 -0.954
C -3.944 -1.462 0.647
H 0.211 0.373 -0.151
H -0.421 -0.143 0.166
H 0.652 -0.585 -0.163
H -0.156 1.026 0.484
Sn 2.537 1.487 -3.547
C 0.880 1.482 -1.168
O -1.014 -0.288 3.719
C -0.098 -1.313 0.625
C 0.308 -0.202 0.086
O -0.700 0.334 -0.201
C 0.768 -0.062 0.026
H 0.550 0.463 0.398
H -0.273 -0.637 -0.099
H 0.004 0.066 0.217
H 0.122 0.021 -0.299
H -0.080 -0.002 0.198
H -0.070 0.194 -0.169
H -0.122 -0.258 -0.199
H -0.080 0.306 -0.011
H -0.096 -0.110 0.207

(2)
Formula: C6H14O3Yb
Source: the OMol25 dataset
Level of theory: ωB97M-V/def2-TZVPD

## Properties
Gap between HOMO and LUMO (spin up / spin down) = 0.2896 / 0.2767 Eh
Total charge = +1
Energy = -44112.9059 eV
Spin multiplicity = 2
Relative energy (zero: lowest compared OMol25 entry of this formula, charge and spin) = 16.20 kcal per mole

Last column: natural (NBO) charge in e.
Atoms and positions in Å:
C1 -1.70130 -2.72214 -1.25919  -0.106
O1 -1.44691 -2.43848 0.07910  -0.957
C2 -0.43640 -2.62234 -2.13355  -0.098
O2 0.37234 -1.50915 -1.80759  -0.613
C3 -0.27157 -0.16947 -1.91284  -0.717
O3 0.79810 0.83772 1.62004  -0.667
C4 1.54276 0.49518 2.78262  -0.257
Yb1 -0.40242 -0.67939 0.33766  2.220
H1 -2.47056 -2.04126 -1.68129  0.162
H2 -2.10182 -3.74578 -1.39871  0.199
H3 -0.72039 -2.59173 -3.20232  0.196
H4 0.20252 -3.50238 -1.96316  0.203
H5 -1.04778 -0.21700 -2.69526  0.209
H6 0.53004 0.49142 -2.27962  0.208
H7 1.33219 -0.55206 3.02330  0.198
H8 2.61610 0.61864 2.57753  0.211
H9 1.24358 1.12668 3.63081  0.214
C5 0.99145 2.19683 1.11466  -0.078
H10 1.60037 2.71944 1.86620  0.212
H11 1.61959 2.14090 0.21653  0.206
C6 -0.31547 2.90150 0.82955  -0.647
H12 -0.92818 3.02059 1.73322  0.231
H13 -0.09827 3.90082 0.42915  0.264
H14 -0.90799 2.34146 0.09315  0.207

Forces on the atoms, in the same order (eV/Å):
C -0.514 -0.388 -1.385
O 0.882 1.546 0.853
C -0.403 -0.973 -0.207
O 0.148 1.049 1.372
C -0.031 0.015 -0.175
O -0.859 -0.215 -0.750
C 0.627 0.109 0.581
Yb -0.196 -1.428 -1.686
H 0.200 -0.231 0.275
H 0.128 0.376 0.194
H 0.138 0.022 0.389
H -0.168 0.303 -0.081
H 0.164 0.141 0.414
H -0.267 -0.164 0.094
H 0.063 0.156 -0.010
H -0.300 -0.095 0.159
H 0.075 -0.175 -0.256
C 0.839 0.506 0.160
H -0.352 -0.040 -0.130
H -0.202 -0.172 0.099
C -0.188 -0.227 0.339
H 0.234 -0.006 -0.160
H -0.121 -0.333 0.001
H 0.103 0.223 -0.091

(3)
Formula: C6H14O3Zn
Source: the OMol25 dataset
Level of theory: ωB97M-V/def2-TZVPD

## Properties
Gap between HOMO and LUMO = 0.2815 Eh
Total charge = +2
Energy = -60988.4158 eV

Last column: natural (NBO) charge in e.
Atoms and positions in Å:
H1 1.43610 1.55302 -3.13702  0.242
C1 1.35629 2.52899 -2.64770  -0.269
H2 0.43299 3.04999 -2.90914  0.247
H3 2.22167 3.16778 -2.83383  0.230
H4 0.39320 2.01648 -1.05068  0.562
C2 3.73857 7.10951 1.93652  -0.264
O1 3.26111 5.97381 1.23593  -0.660
C3 4.20996 5.33314 0.33200  -0.163
C4 3.46687 4.22402 -0.37515  -0.267
O2 3.95467 2.96657 0.12523  -0.510
C5 3.70557 1.86971 -0.69237  -0.118
C6 2.29096 1.34553 -0.59239  -0.106
O3 1.33796 2.33157 -1.15552  -0.481
H5 2.91514 7.49123 2.54758  0.227
H6 4.58219 6.82177 2.57920  0.216
H7 4.06465 7.88142 1.22424  0.208
H8 5.05818 4.97151 0.93279  0.253
H9 4.55720 6.10455 -0.37166  0.227
H10 3.69158 4.28715 -1.45218  0.212
H11 4.33632 1.03805 -0.34540  0.267
H12 3.97792 2.08006 -1.74229  0.199
H13 1.98199 1.21710 0.44877  0.245
H14 2.16401 0.40819 -1.14648  0.239
Zn1 1.71621 4.96531 0.46745  1.262

Forces on the atoms, in the same order (eV/Å):
H -0.012 0.213 0.169
C 0.754 0.356 -0.405
H 0.126 -0.141 0.171
H -0.254 -0.246 -0.154
H 1.087 0.143 0.623
C 0.499 1.040 0.614
O -0.367 -0.673 -0.391
C 0.397 0.777 0.404
C 1.544 -1.052 0.252
O -0.906 1.455 -0.040
C -0.048 -0.601 -0.586
C 0.519 -0.767 0.317
O -2.429 -0.318 -0.919
H 0.244 -0.110 -0.142
H -0.284 0.064 -0.153
H -0.123 -0.215 0.197
H -0.301 -0.108 -0.262
H -0.099 -0.253 0.104
H -0.667 -0.075 0.185
H -0.044 0.272 -0.090
H -0.004 -0.107 0.260
H -0.005 0.081 -0.175
H 0.044 0.172 0.100
Zn 0.330 0.091 -0.079

(4)
Formula: C6H14O5SSi
Source: the OMol25 dataset
Level of theory: ωB97M-V/def2-TZVPD

## Properties
Gap between HOMO and LUMO = 0.3166 Eh
Structure (SMILES) = CO/C(=C/S)O[Si](OC)(OC)OC
Total charge = 0
Energy = -35400.4572 eV
Relative energy (zero: lowest compared OMol25 entry of this formula, charge and spin) = 0.00 kcal per mole

Last column: natural (NBO) charge in e.
Atoms and positions in Å:
C1 -2.14332 -2.28451 0.13278  -0.251
O1 -1.26250 -1.22168 0.19019  -0.524
C2 -1.62817 0.07639 -0.02113  0.641
C3 -2.91791 0.47449 -0.26409  -0.592
S1 -3.37909 2.13123 -0.65996  0.000
O2 -0.45813 0.81453 -0.07529  -0.873
Si1 1.21674 0.55265 0.03895  2.487
O3 1.62858 -0.52133 -1.07621  -0.925
C4 1.55656 -0.64496 -2.47727  -0.209
O4 1.65540 1.97410 -0.44752  -0.928
C5 1.92284 3.21964 0.24105  -0.213
O5 1.65767 0.33510 1.57335  -0.901
C6 1.22372 -0.72934 2.41226  -0.253
H1 -2.72823 -2.03087 -0.67105  0.183
H2 -2.79061 -2.55434 0.92796  0.178
H3 -1.62250 -3.27636 -0.05144  0.192
H4 -3.77319 -0.18178 0.02977  0.239
H5 -2.48865 2.79501 0.09018  0.128
H6 2.12092 0.05132 -2.92254  0.178
H7 0.42910 -0.51982 -2.70399  0.169
H8 1.69828 -1.68214 -2.86422  0.183
H9 0.99724 3.58457 0.43724  0.175
H10 2.39551 3.96538 -0.31804  0.180
H11 2.42252 3.11248 1.12227  0.176
H12 1.12318 -0.37555 3.38050  0.180
H13 2.15308 -1.28995 2.40740  0.185
H14 0.28813 -1.36950 2.12684  0.194

Forces on the atoms, in the same order (eV/Å):
C 0.955 -2.044 -0.635
O 1.438 0.483 1.652
C 0.837 -0.173 -0.769
C 1.095 -0.419 1.166
S 0.008 0.057 -0.125
O -2.689 -0.705 0.232
Si -2.172 -0.291 -0.652
O 1.065 -1.167 0.830
C -5.246 -2.754 1.324
O 2.352 2.704 -0.429
C -0.801 -2.177 -1.879
O -0.967 0.163 -0.568
C 0.414 -1.879 -1.662
H -1.935 -0.254 -2.243
H -0.486 0.771 1.587
H 0.016 1.516 -0.115
H 1.106 0.485 -0.494
H 0.043 -0.091 0.062
H 2.106 2.450 -1.865
H 1.655 0.342 -0.235
H 0.686 0.695 0.781
H -2.870 1.387 0.922
H 1.054 0.523 -1.561
H 1.543 -0.770 2.419
H -0.560 0.929 1.835
H -0.419 -1.242 0.395
H 1.771 1.462 0.028

(5)
Formula: C6H14O6
Source: the OMol25 dataset
Level of theory: ωB97M-V/def2-TZVPD

## Properties
Gap between HOMO and LUMO = 0.3822 Eh
Structure (SMILES) = OC[C@@H](O)[C@@H](O)[C@H](O)[C@@H](O)CO
Total charge = 0
Energy = -18733.3221 eV
Relative energy (zero: lowest compared OMol25 entry of this formula, charge and spin) = 5.54 kcal per mole

Last column: natural (NBO) charge in e.
Atoms and positions in Å:
O1 2.81286 -1.70158 0.41964  -0.749
C1 3.02008 -0.42766 -0.16086  -0.071
C2 1.83543 0.48024 0.18348  0.065
O2 2.12022 1.74136 -0.35666  -0.719
C3 0.51508 -0.12664 -0.34912  0.046
O3 0.09891 -1.18548 0.49072  -0.765
C4 -0.59621 0.94760 -0.42176  0.058
O4 -0.53654 1.83133 0.67466  -0.726
C5 -2.00550 0.31790 -0.59930  0.053
O5 -1.96391 -0.86655 -1.35658  -0.729
C6 -2.71457 0.03257 0.73736  -0.101
O6 -3.96958 -0.54999 0.49869  -0.717
H1 3.57947 -2.25430 0.23802  0.488
H2 3.10155 -0.50156 -1.25254  0.168
H3 3.93276 0.03976 0.22589  0.178
H4 1.75372 0.53420 1.28178  0.164
H5 1.42430 2.34781 -0.06633  0.494
H6 0.68223 -0.49966 -1.37161  0.176
H7 0.88045 -1.73011 0.66870  0.510
H8 -0.38434 1.56711 -1.29959  0.196
H9 -0.67221 1.32113 1.48163  0.476
H10 -2.63065 1.00900 -1.17514  0.189
H11 -1.42638 -1.49966 -0.85576  0.487
H12 -2.09092 -0.64596 1.34058  0.170
H13 -2.89930 0.95783 1.28738  0.183
H14 -3.86696 -1.13869 -0.26328  0.476

Forces on the atoms, in the same order (eV/Å):
O -0.037 -0.289 0.140
C 0.087 0.790 -0.160
C -0.135 -0.614 0.198
O 0.091 0.204 -0.280
C 0.197 0.730 -0.365
O -0.125 -0.192 0.257
C 0.108 -0.794 -0.520
O -0.073 0.282 0.402
C -0.033 0.504 0.607
O 0.038 -0.418 -0.302
C 0.286 0.080 -0.144
O -0.375 -0.177 -0.218
H -0.132 -0.008 0.034
H -0.008 0.028 0.069
H -0.067 -0.045 -0.041
H -0.013 -0.055 -0.147
H 0.094 -0.118 0.073
H -0.020 0.068 0.108
H -0.025 -0.059 -0.017
H 0.006 -0.135 0.112
H 0.014 0.047 0.041
H 0.043 -0.056 0.121
H 0.014 0.024 -0.032
H -0.034 0.199 -0.030
H 0.093 -0.052 -0.025
H 0.008 0.057 0.119